{
  "formula": "C55H55N3O32P",
  "method": "ωB97M-V/def2-TZVPD",
  "species": ["C", "C", "O", "C", "C", "C", "N", "C", "N", "N", "C", "C", "C", "C", "O", "C", "C", "O", "C", "P", "O", "H", "H", "H", "H", "H", "H", "H", "H", "H", "H", "H", "H", "H", "H", "H", "H", "H", "H", "H", "H", "H", "H", "H", "H", "H", "H", "H", "C", "C", "C", "O", "C", "C", "C", "O", "O", "O", "H", "H", "H", "H", "C", "C", "C", "O", "C", "C", "C", "O", "O", "O", "H", "H", "H", "H", "C", "C", "C", "O", "C", "C", "C", "O", "O", "O", "H", "H", "H", "H", "C", "C", "C", "O", "C", "C", "C", "O", "O", "O", "H", "H", "H", "H", "C", "C", "C", "O", "C", "C", "C", "O", "O", "O", "H", "H", "H", "H", "C", "C", "C", "O", "C", "C", "C", "O", "O", "O", "H", "H", "H", "H", "C", "C", "C", "O", "C", "C", "C", "O", "O", "O", "H", "H", "H", "H"],
  "positions_angstrom": [[4.2917, 1.9896, -1.9473], [2.9947, 1.2301, -2.0936], [1.8927, 2.0973, -1.8247], [0.6933, 1.6072, -2.3377], [0.2113, 0.2965, -1.7221], [-1.1949, 0.0048, -2.2619], [-1.3605, -1.3111, -2.9792], [-2.5398, -1.8529, -2.6047], [-2.9252, -3.0594, -2.9245], [-3.3229, -0.9355, -1.8954], [-4.1090, -0.2305, -2.9909], [-4.1843, 1.3157, -3.0144], [-5.6053, 1.8780, -2.8159], [-5.8625, 2.5634, -1.4710], [-4.7442, 3.3176, -0.9618], [-4.3438, 4.3119, -1.7788], [-2.9283, 4.7508, -1.5474], [-5.0340, 4.7924, -2.6266], [-2.2445, -0.2487, -1.1809], [-2.7119, 0.9565, 0.1252], [-4.1452, 0.7868, 0.4659], [4.4581, 2.2773, -0.9114], [5.0939, 1.3198, -2.2592], [4.2886, 2.8508, -2.6127], [2.8882, 0.8419, -3.1145], [3.0102, 0.3794, -1.4023], [-0.0548, 2.3826, -2.1450], [0.7561, 1.5192, -3.4338], [0.8850, -0.5355, -1.9232], [0.1151, 0.4577, -0.6459], [-1.4739, 0.8101, -2.9428], [-0.5377, -1.8986, -2.9129], [-3.6537, -3.5448, -2.4259], [-2.5136, -3.5132, -3.7422], [-5.1186, -0.6296, -2.9374], [-3.7330, -0.5475, -3.9654], [-3.4746, 1.8378, -2.3764], [-3.9099, 1.5876, -4.0347], [-5.8000, 2.6243, -3.5824], [-6.3490, 1.0949, -2.9575], [-6.6752, 3.2757, -1.6184], [-6.2063, 1.8817, -0.7009], [-2.2645, 4.3135, -2.2926], [-2.5987, 4.4457, -0.5559], [-2.8592, 5.8336, -1.5977], [-1.7435, -1.0341, -0.6004], [-1.9322, 0.6083, 1.2268], [-2.3552, 2.2392, -0.3194], [8.5567, -1.6313, -5.6900], [7.4447, -1.3876, -4.9860], [7.1731, -0.0452, -4.3566], [6.1197, 0.0848, -3.7494], [8.1583, 0.9983, -4.4992], [9.2788, 0.7596, -5.2008], [9.5396, -0.5772, -5.8543], [10.5712, -0.7032, -6.4859], [10.2257, 1.6610, -5.3745], [6.4946, -2.2934, -4.7838], [8.7599, -2.5895, -6.1469], [7.9605, 1.9513, -4.0296], [10.9207, 1.2359, -5.9139], [5.8144, -1.8448, -4.2461], [0.9843, 8.1396, -1.2272], [0.3775, 8.4010, -2.3954], [0.0833, 7.3172, -3.4032], [-0.4871, 7.6385, -4.4278], [0.4968, 5.9604, -3.0977], [1.1063, 5.6999, -1.9319], [1.3768, 6.7811, -0.9143], [1.9168, 6.4435, 0.1231], [1.5123, 4.4865, -1.5820], [-0.0101, 9.6136, -2.7553], [1.1967, 8.9088, -0.4984], [0.2967, 5.1948, -3.8349], [1.9149, 4.5875, -0.6962], [-0.4199, 9.5223, -3.6376], [-1.1587, 2.3109, 5.2708], [-1.5743, 2.6779, 6.4937], [-3.0298, 2.6182, 6.8906], [-3.3103, 2.9498, 8.0276], [-3.9944, 2.1770, 5.9082], [-3.5831, 1.8143, 4.6857], [-2.1226, 1.8488, 4.3019], [-1.8213, 1.4818, 3.1742], [-4.4286, 1.4046, 3.7476], [-0.7579, 3.1112, 7.4356], [-0.1195, 2.3461, 4.9766], [-5.0351, 2.1526, 6.1979], [-3.9210, 1.1960, 2.9413], [-1.3143, 3.3051, 8.2165], [-3.8182, -0.2450, 9.3057], [-4.1540, -1.0914, 8.3248], [-4.6069, -2.4997, 8.6079], [-4.9072, -3.1882, 7.6423], [-4.6601, -2.9561, 9.9748], [-4.3215, -2.1124, 10.9629], [-3.8884, -0.6929, 10.6867], [-3.6165, 0.0074, 11.6414], [-4.3398, -2.4490, 12.2405], [-4.1258, -0.7794, 7.0311], [-3.4966, 0.7702, 9.1218], [-4.9761, -3.9731, 10.1583], [-4.0553, -1.6571, 12.7379], [-4.4322, -1.5847, 6.5669], [-9.5494, -1.8203, 6.8774], [-8.5604, -2.5607, 7.4002], [-8.7406, -3.3411, 8.6806], [-7.7939, -3.9970, 9.0760], [-10.0149, -3.2612, 9.3655], [-11.0016, -2.5192, 8.8422], [-10.8308, -1.7583, 7.5509], [-11.7867, -1.1251, 7.1427], [-12.1930, -2.3930, 9.4060], [-7.3610, -2.6679, 6.8486], [-9.4326, -1.2588, 5.9614], [-10.1281, -3.8105, 10.2893], [-12.7103, -1.8063, 8.8201], [-6.8375, -3.2678, 7.4264], [13.0873, -1.6646, -4.4591], [14.0576, -2.5350, -4.7746], [15.1074, -2.9525, -3.7735], [15.9391, -3.7608, -4.1388], [15.0673, -2.3686, -2.4453], [14.0976, -1.4970, -2.1353], [13.0356, -1.1014, -3.1286], [12.1780, -0.3166, -2.7577], [13.9911, -0.9187, -0.9465], [14.1756, -3.0940, -5.9680], [12.3283, -1.3535, -5.1621], [15.8327, -2.6615, -1.7409], [13.2061, -0.3400, -0.9956], [14.9577, -3.6785, -5.9176], [-1.1325, -6.1366, -6.6288], [-0.4037, -7.1922, -7.0415], [0.5651, -7.8997, -6.1206], [1.1682, -8.8511, -6.5649], [0.7169, -7.3957, -4.7638], [-0.0101, -6.3467, -4.3680], [-0.9898, -5.6633, -5.2839], [-1.6297, -4.7120, -4.8325], [0.0741, -5.8299, -3.1413], [-0.4773, -7.6826, -8.2571], [-1.8287, -5.6245, -7.2776], [1.4214, -7.8950, -4.1139], [-0.5588, -5.0931, -3.1180], [0.1435, -8.4384, -8.2967]],
  "homo_energy_ev": -10.639,
  "charge": 1,
  "lumo_ev": -4.150,
  "e_tot_ev": -137196.1000
}


{
  "formula": "C55H56AsCdN10O4PS5",
  "method": "ωB97M-V/def2-TZVPD",
  "species": ["Cd", "N", "C", "S", "N", "N", "C", "C", "C", "C", "C", "C", "C", "O", "H", "H", "H", "H", "H", "H", "H", "O", "S", "O", "N", "C", "C", "C", "C", "C", "C", "C", "C", "N", "C", "C", "C", "C", "C", "C", "C", "H", "H", "H", "H", "H", "H", "H", "H", "H", "H", "H", "S", "C", "S", "C", "N", "N", "C", "C", "C", "C", "C", "C", "S", "H", "H", "H", "H", "H", "C", "N", "C", "P", "O", "N", "C", "C", "N", "C", "C", "H", "H", "H", "H", "H", "H", "H", "H", "H", "H", "H", "H", "H", "H", "H", "H", "H", "H", "C", "C", "C", "C", "C", "C", "As", "C", "C", "C", "C", "C", "C", "C", "C", "C", "C", "C", "C", "H", "H", "H", "H", "H", "H", "H", "H", "H", "H", "H", "H", "H", "H", "H"],
  "positions_angstrom": [[0.7813, 0.3493, 1.7757], [0.2762, 2.9153, 5.3767], [0.1736, 2.2258, 4.1751], [1.7020, 2.0261, 3.3396], [-0.9947, 1.8350, 3.8353], [-1.2913, 1.3576, 2.5928], [-2.0533, 0.3076, 2.5265], [-2.3527, -0.5981, 3.6149], [-3.6384, -1.1185, 3.7638], [-3.9792, -1.9338, 4.8252], [-2.9968, -2.2412, 5.7743], [-1.7012, -1.8113, 5.6182], [-1.2826, -1.0257, 4.4933], [-0.0583, -0.7906, 4.2661], [-0.5203, 2.7844, 5.9832], [1.1681, 2.7842, 5.8238], [-2.5153, 0.1526, 1.5517], [-4.3966, -0.8301, 3.0404], [-4.9921, -2.3019, 4.9376], [-3.2630, -2.8366, 6.6435], [-0.9488, -2.0556, 6.3612], [3.5281, 2.0224, -1.5321], [2.3501, 1.1736, -1.5277], [1.0903, 1.8502, -1.6700], [2.3197, 0.2031, -0.2492], [3.3991, -0.6165, -0.0566], [4.4528, -0.8065, -0.9620], [5.4504, -1.7609, -0.7605], [5.4846, -2.5452, 0.3614], [4.5122, -2.3394, 1.3564], [4.5179, -3.0456, 2.5797], [3.5933, -2.7580, 3.5414], [2.6554, -1.7430, 3.2920], [2.5983, -1.1072, 2.1488], [3.4840, -1.3719, 1.1699], [2.5041, 0.1547, -3.0081], [3.0357, 0.7628, -4.1343], [3.1888, 0.0297, -5.3011], [2.8136, -1.3069, -5.3345], [2.2771, -1.9047, -4.2025], [2.1188, -1.1733, -3.0346], [4.4993, -0.1895, -1.8419], [6.2073, -1.8833, -1.5273], [6.2635, -3.2826, 0.5167], [5.2775, -3.8031, 2.7422], [3.5787, -3.2840, 4.4872], [1.9391, -1.4256, 4.0446], [3.3273, 1.8040, -4.0778], [3.5950, 0.5008, -6.1874], [2.9222, -1.8772, -6.2491], [1.9756, -2.9449, -4.2359], [1.6963, -1.6266, -2.1457], [-2.5939, -3.1252, -6.0253], [-2.0509, -2.1189, -4.8099], [-2.1890, -2.5745, -3.1435], [-1.4549, -0.9552, -2.6152], [-1.1856, -0.2728, -3.6760], [-1.5042, -0.8739, -4.8776], [-1.2642, -0.0444, -6.0090], [-1.2804, -0.4910, -7.3314], [-1.0049, 0.3944, -8.3644], [-0.7140, 1.7240, -8.1109], [-0.7218, 2.1756, -6.7993], [-0.9909, 1.3072, -5.7585], [-1.2473, -0.5830, -1.0176], [-1.5131, -1.5144, -7.5580], [-1.0251, 0.0274, -9.3838], [-0.4849, 2.4011, -8.9254], [-0.5202, 3.2176, -6.5831], [-0.9870, 1.6521, -4.7363], [1.8154, -5.2200, 0.8726], [1.0527, -4.0273, 0.6115], [1.2165, -3.4391, -0.7136], [-0.2989, -3.5129, 1.4560], [-0.2546, -2.0609, 1.6633], [-0.3324, -4.3856, 2.8777], [-0.9369, -5.6874, 3.0127], [0.5387, -4.0010, 3.9717], [-1.6172, -4.0232, 0.5871], [-2.8723, -3.2988, 0.7241], [-1.6874, -5.2493, -0.1691], [2.8503, -5.0523, 0.5600], [1.4393, -6.1042, 0.3329], [1.8112, -5.4393, 1.9407], [2.2475, -3.0957, -0.8518], [0.5451, -2.5799, -0.7968], [0.9693, -4.1546, -1.5102], [-0.2186, -6.5084, 2.8615], [-1.7468, -5.8035, 2.2976], [-1.3582, -5.7811, 4.0177], [0.9143, -2.9996, 3.7804], [1.3847, -4.6965, 4.0888], [-0.0321, -3.9738, 4.9007], [-3.5739, -3.8293, 1.3845], [-3.3330, -3.1681, -0.2562], [-2.6644, -2.3196, 1.1446], [-0.7218, -5.7556, -0.1555], [-1.9626, -5.0389, -1.2079], [-2.4391, -5.9362, 0.2439], [0.6381, 7.0857, -2.1773], [1.6086, 6.1457, -1.8639], [1.2769, 5.0133, -1.1312], [-0.0267, 4.8076, -0.6883], [-0.9915, 5.7604, -1.0076], [-0.6689, 6.8848, -1.7523], [-0.4363, 3.2877, 0.5425], [-2.2439, 2.9920, -0.1597], [-3.4214, 2.9076, 0.5755], [-4.6299, 2.6203, -0.0478], [-4.6727, 2.3731, -1.4118], [-3.4961, 2.4067, -2.1487], [-2.2978, 2.7146, -1.5280], [-0.6136, 4.6452, 1.9970], [-1.6918, 4.9230, 2.8278], [-1.5647, 5.7972, 3.9008], [-0.3555, 6.4158, 4.1641], [0.7268, 6.1712, 3.3289], [0.5946, 5.2933, 2.2686], [0.8986, 7.9748, -2.7405], [2.6335, 6.2877, -2.1882], [2.0292, 4.2639, -0.9179], [-2.0099, 5.6190, -0.6618], [-1.4363, 7.6100, -1.9998], [-3.3996, 3.0311, 1.6496], [-5.5415, 2.5887, 0.5384], [-5.6111, 2.1217, -1.8922], [-3.5115, 2.1880, -3.2099], [-1.3718, 2.7104, -2.0916], [-2.6494, 4.4525, 2.6535], [-2.4210, 5.9878, 4.5383], [-0.2475, 7.0713, 5.0207], [1.6780, 6.6577, 3.5108], [1.4509, 5.0861, 1.6372]],
  "homo_energy_ev": -2.406,
  "charge": -2,
  "lumo_ev": 3.867,
  "e_tot_ev": -209907.4302,
  "de_lowest_kcal_mol": 30.0
}


{
  "formula": "C55H56N3O3PSeTeTl",
  "method": "ωB97M-V/def2-TZVPD",
  "species": ["Tl", "C", "C", "C", "C", "C", "C", "P", "C", "C", "C", "C", "C", "C", "C", "C", "C", "C", "C", "C", "C", "C", "C", "C", "H", "H", "H", "H", "H", "H", "H", "H", "H", "H", "H", "H", "H", "H", "H", "H", "O", "H", "H", "N", "C", "N", "O", "H", "H", "H", "H", "C", "C", "C", "C", "C", "C", "Te", "N", "C", "O", "C", "C", "C", "C", "C", "C", "C", "C", "C", "C", "C", "C", "C", "C", "C", "C", "H", "H", "H", "H", "H", "H", "H", "H", "H", "H", "H", "H", "H", "H", "H", "H", "H", "H", "H", "H", "H", "H", "H", "C", "C", "C", "C", "C", "C", "Se", "C", "C", "C", "H", "H", "H", "H", "H", "H", "H", "H", "H", "H", "H"],
  "positions_angstrom": [[0.9149, -0.0406, -0.1534], [1.6367, -2.2013, 6.7259], [2.2902, -1.3027, 5.8904], [1.6335, -0.7701, 4.7912], [0.3059, -1.1169, 4.5119], [-0.3390, -2.0157, 5.3576], [0.3228, -2.5525, 6.4567], [-0.3778, -0.3784, 2.9596], [-2.0308, -1.1873, 2.9267], [-2.0550, -2.5573, 2.6344], [-3.2619, -3.2251, 2.4862], [-4.4602, -2.5328, 2.6158], [-4.4442, -1.1723, 2.8858], [-3.2373, -0.5008, 3.0374], [-0.8200, 1.2949, 3.5680], [-1.0844, 1.5934, 4.8800], [-1.4510, 2.9043, 5.2492], [-1.5478, 3.8875, 4.3041], [-1.2891, 3.6161, 2.9387], [-1.3987, 4.6139, 1.9398], [-1.1327, 4.2987, 0.6373], [-0.7547, 2.9850, 0.2718], [-0.6359, 1.9481, 1.1800], [-0.9124, 2.2973, 2.5454], [2.1529, -2.6311, 7.5768], [3.3200, -1.0273, 6.0870], [2.1507, -0.0967, 4.1154], [-1.3645, -2.3030, 5.1611], [-0.1916, -3.2518, 7.1066], [-1.1184, -3.0903, 2.4897], [-3.2636, -4.2821, 2.2467], [-5.4028, -3.0547, 2.4962], [-5.3790, -0.6296, 2.9640], [-3.2310, 0.5660, 3.2264], [-1.0123, 0.8239, 5.6404], [-1.6601, 3.1280, 6.2898], [-1.8258, 4.8975, 4.5923], [-1.7006, 5.6173, 2.2234], [-1.2168, 5.0642, -0.1293], [-0.5521, 2.7977, -0.7830], [-1.9701, -0.3647, -0.1881], [-1.8978, -1.1212, 0.4039], [-1.6996, 0.4240, 0.3372], [4.6750, 0.3190, 0.4031], [3.7928, -0.1856, 1.3502], [3.7902, -1.5433, 1.4778], [3.1451, 0.5627, 2.0696], [4.8116, -0.2509, -0.4182], [4.4678, 1.2795, 0.1767], [4.0876, -2.0958, 0.6898], [2.9811, -1.9433, 1.9334], [-7.7896, -1.1178, -6.5250], [-6.4335, -0.8811, -5.9080], [-5.2648, -1.2084, -6.5789], [-4.0106, -0.9880, -6.0114], [-2.7933, -1.3606, -6.8262], [-3.8851, -0.4412, -4.7209], [-1.8641, 0.1481, -3.7737], [0.2218, 0.4829, -3.1979], [1.3083, 1.1958, -3.2612], [2.1290, 1.3781, -2.3183], [1.7070, 1.8051, -4.6095], [0.8054, 2.0904, -5.6294], [1.2431, 2.6599, -6.8192], [2.5895, 2.9361, -7.0099], [3.4992, 2.6353, -6.0034], [3.0574, 2.0808, -4.8109], [-1.2140, -1.8534, -4.0262], [-0.1177, -2.0598, -4.8629], [0.3731, -3.3324, -5.0974], [-0.2373, -4.4228, -4.4930], [-1.3064, -4.2195, -3.6374], [-1.8064, -2.9427, -3.3779], [-2.8997, -2.7858, -2.3521], [-5.0760, -0.1027, -4.0479], [-5.0814, 0.4612, -2.6393], [-6.3174, -0.3241, -4.6428], [-7.6945, -1.5072, -7.5399], [-8.3679, -0.1915, -6.5666], [-8.3667, -1.8379, -5.9392], [-5.3296, -1.6433, -7.5738], [-3.0284, -1.3888, -7.8932], [-2.4149, -2.3431, -6.5340], [-1.9885, -0.6441, -6.6620], [-0.2423, 1.8634, -5.4888], [0.5291, 2.8868, -7.6028], [2.9271, 3.3872, -7.9361], [4.5540, 2.8379, -6.1490], [3.7403, 1.8547, -4.0029], [0.3572, -1.2036, -5.3272], [1.2345, -3.4717, -5.7411], [0.1318, -5.4254, -4.6644], [-1.7471, -5.0685, -3.1253], [-3.5647, -3.6512, -2.3508], [-3.4834, -1.8859, -2.5252], [-2.4472, -2.7045, -1.3594], [-4.1305, 0.9092, -2.3688], [-5.2733, -0.3356, -1.9147], [-5.8694, 1.2090, -2.5256], [-7.2200, -0.0584, -4.0954], [2.0404, -8.7385, -2.7872], [1.7123, -7.4693, -2.0373], [2.2466, -6.2453, -2.4096], [2.0034, -5.0792, -1.6853], [2.6017, -3.7803, -2.1437], [1.2146, -5.1337, -0.5220], [1.0197, -3.6013, 0.5926], [0.6055, -6.3600, -0.1752], [-0.3157, -6.4574, 1.0085], [0.8710, -7.4985, -0.9296], [2.6664, -8.5251, -3.6552], [1.1346, -9.2443, -3.1326], [2.5798, -9.4392, -2.1438], [2.8791, -6.1925, -3.2934], [3.0301, -3.8784, -3.1442], [3.3853, -3.4538, -1.4519], [1.8460, -2.9923, -2.1538], [-1.0461, -5.6458, 0.9839], [0.2426, -6.3399, 1.9411], [-0.8376, -7.4188, 1.0180], [0.4098, -8.4421, -0.6431]],
  "homo_energy_ev": [-1.812, -1.816],
  "charge": -2,
  "lumo_ev": [3.907, 3.863],
  "s2": 0.76,
  "e_tot_ev": -155180.2301,
  "de_lowest_kcal_mol": 15.1,
  "spin_multiplicity": 2
}